1.
Computed, not measured: a structure of composition C3H2CoO, with wB97M-V/def2-TZVPD.

Values from the calculation:
net charge = +2
E_HOMO (alpha / beta) = -0.7069 / -0.7984 hartree
LUMO (alpha / beta) = -0.4527 / -0.5504 hartree
largest force on an atom = 1.68 eV Å⁻¹
spin multiplicity = 6
calculated total energy = -1572.42226 a.u.
gap between HOMO and LUMO (alpha / beta) = 6.92 / 6.75 eV

Element x y z (Å)
C (-0.3889, -0.2585, 1.9089)
C (0.6567, 0.2429, 1.3814)
C (1.3580, 0.5946, 0.3434)
H (-1.2139, -0.0038, -2.4253)
H (-1.1572, -0.5780, 2.6020)
O (-0.3829, -0.3906, -2.1517)
Co (1.1282, 0.3934, -1.6586)

2.
Computed, not measured: a structure of composition C22H30N4O5, with wB97M-V/def2-TZVPD.

Values from the calculation:
E_HOMO = -0.3057 hartree
LUMO = -0.0046 hartree
largest force on an atom = 17.35 eV Å⁻¹
energy above the lowest of the compared OMol25 structures with the same formula, charge and spin = 459.1 kcal per mole
calculated total energy = -1450.93577 a.u.
gap between HOMO and LUMO = 8.19 eV

Element x y z (Å)
C (1.4740, 4.5302, 1.5360)
C (2.7081, 4.0377, 0.5458)
C (2.6015, 2.6560, 0.1638)
H (3.4409, 2.1881, -0.2622)
C (1.3633, 2.1213, -0.9893)
N (0.8815, 0.8120, -0.8220)
C (-0.1475, 0.2981, 0.1098)
C (-0.5309, -0.8474, -0.3055)
C (0.0062, -1.7362, -1.2529)
O (-0.2317, -2.9544, -1.3821)
N (1.0462, -0.9844, -1.8633)
C (1.4942, 0.1823, -1.8809)
O (2.5480, 0.3000, -2.5584)
H (1.5937, -1.6979, -2.5128)
N (-1.5999, -1.3621, 0.4797)
C (-1.5849, -1.7636, 2.0249)
O (-2.4565, -2.2161, 2.5975)
C (-0.1879, -1.7519, 2.6795)
H (0.1447, -0.5799, 2.9201)
H (-0.2499, -2.3428, 3.5605)
O (0.8954, -2.1097, 1.7046)
C (1.7832, -1.1124, 1.7039)
O (1.8668, 0.0401, 2.0390)
C (2.8934, -1.6794, 0.8342)
C (4.0441, -0.7405, 0.1265)
C (5.1032, -1.3192, -0.5207)
C (4.9220, -2.7756, -1.1037)
C (3.8720, -3.2515, -0.8368)
C (2.7769, -3.0268, 0.1859)
H (2.0422, -3.6571, 0.3677)
H (3.7659, -4.2755, -1.3160)
H (5.6366, -2.9498, -1.9227)
H (5.8893, -0.6636, -0.7219)
H (4.0888, -0.0706, 0.8190)
C (-2.8886, -1.5822, -0.0936)
C (-3.4937, 0.0298, -0.3194)
H (-2.7919, 0.5037, -1.0123)
C (-4.7744, -0.2738, -0.9857)
C (-5.8890, -1.0752, -0.5703)
H (-6.2437, -0.5690, 0.4773)
H (-5.4748, -2.2252, -0.2820)
H (-6.9037, -1.0512, -0.9677)
C (-5.3966, 1.0578, -1.5603)
H (-4.5825, 1.5526, -2.0593)
H (-6.2648, 1.0947, -2.3227)
H (-5.4468, 1.5552, -0.6960)
H (-4.3946, -0.8985, -2.1408)
H (-3.6930, 0.1251, 0.6366)
H (-2.6237, -1.9398, -1.1423)
H (-3.6112, -2.0816, 0.5834)
N (-0.5983, 1.3537, 0.7711)
H (0.0093, 2.0280, 1.1946)
H (-1.1168, 0.9566, 1.3424)
H (0.5157, 2.8165, -0.5434)
H (1.8267, 2.4698, -1.7195)
H (2.3024, 2.0773, 1.3045)
H (3.4788, 4.1445, 0.9977)
H (2.4945, 4.6472, -0.3126)
H (0.4866, 4.5634, 0.9746)
H (1.7297, 5.5562, 2.0216)
H (1.4513, 3.8667, 2.2771)

3.
Computed, not measured: a cluster of 2 separate species, C2H4FNO6S in total, with wB97M-V/def2-TZVPD.

Values from the calculation:
E_HOMO = -0.4291 hartree
LUMO = -0.0541 hartree
largest force on an atom = 4.20 eV Å⁻¹
energy above the lowest of the compared OMol25 structures with the same formula, charge and spin = 24.0 kcal per mole
calculated total energy = -1082.56965 a.u.
gap between HOMO and LUMO = 10.21 eV

Element x y z (Å)
C (-1.2834, 0.2971, -0.7597)
C (-0.5679, -0.4611, 0.0045)
N (0.4437, 0.0764, 0.8446)
O (1.2089, -0.7163, 1.3514)
O (0.5081, 1.2828, 0.9042)
H (-0.8585, 1.1993, -0.8293)
H (-2.0285, -0.0901, -1.5365)
H (-0.5986, -1.4839, 0.0457)
O (4.6782, -1.4778, -0.7374)
S (3.9273, -0.3768, -0.2681)
O (2.6472, -0.0185, -0.7678)
O (3.7536, -0.5981, 1.2775)
O (4.8902, 0.8510, -0.3743)
F (4.3283, 2.0413, 0.1724)
H (2.6636, -0.4793, 1.4653)

4.
Computed, not measured: a structure of composition C29H48BBrIN3P2Pd, with wB97M-V/def2-TZVPD.

Values from the calculation:
net charge = +2
E_HOMO (alpha / beta) = -0.4895 / -0.4895 hartree
LUMO (alpha / beta) = -0.3175 / -0.3180 hartree
largest force on an atom = 1.20 eV Å⁻¹
energy above the lowest of the compared OMol25 structures with the same formula, charge and spin = 0.0 kcal per mole
calculated total energy = -5004.82261 a.u.
gap between HOMO and LUMO (alpha / beta) = 4.68 / 4.67 eV

Element x y z (Å)
Pd (0.0345, 0.7963, 0.1770)
C (1.1320, 2.0490, 3.9210)
C (0.0953, 0.9319, 3.7884)
C (0.1652, 0.0071, 5.0256)
C (-1.3111, 1.5345, 3.7880)
P (0.4375, -0.1468, 2.2756)
C (-0.5668, -1.6613, 2.5868)
N (-0.7997, -2.1024, 1.2381)
B (-0.6174, -1.1935, 0.1547)
N (-0.6962, -2.0045, -1.0186)
C (-0.4237, -1.6201, -2.3634)
P (0.1288, 0.1540, -2.3771)
C (1.6607, 0.1087, -3.4712)
C (2.7774, -0.4817, -2.6065)
C (1.4232, -0.8482, -4.6630)
C (2.0647, 1.4514, -4.0903)
C (-1.3403, 1.0775, -3.0977)
C (-1.5051, 0.7454, -4.5898)
C (-1.1956, 2.5925, -2.9401)
C (-2.5992, 0.5979, -2.3597)
C (-0.9218, -3.3215, -0.6431)
C (-1.0693, -4.4677, -1.4143)
C (-1.2503, -5.6673, -0.7456)
C (-1.2962, -5.7278, 0.6469)
C (-1.1660, -4.5891, 1.4245)
C (-0.9782, -3.3847, 0.7608)
C (2.2439, -0.6829, 2.1235)
C (2.7235, -1.4246, 3.3837)
C (3.1773, 0.5172, 1.8784)
C (2.3427, -1.6674, 0.9463)
H (0.8228, 2.7060, 4.7368)
H (1.2033, 2.6566, 3.0146)
H (2.1218, 1.6723, 4.1665)
H (0.0663, 0.6507, 5.9023)
H (1.0997, -0.5310, 5.1277)
H (-0.6614, -0.7028, 5.0636)
H (-1.4853, 1.9281, 4.7914)
H (-2.0943, 0.7982, 3.5903)
H (-1.4075, 2.3628, 3.0975)
H (-1.4816, -1.4077, 3.1263)
H (-0.0223, -2.3910, 3.1847)
H (-1.3052, -1.6816, -3.0058)
H (0.3388, -2.2655, -2.7985)
H (2.5074, -1.4663, -2.2139)
H (3.0439, 0.1732, -1.7748)
H (3.6631, -0.6144, -3.2314)
H (1.2192, -1.8816, -4.3829)
H (2.3581, -0.8641, -5.2264)
H (0.6481, -0.5014, -5.3385)
H (2.2250, 2.2474, -3.3754)
H (1.3361, 1.7853, -4.8287)
H (3.0050, 1.2886, -4.6215)
H (-0.7124, 1.1692, -5.2018)
H (-2.4462, 1.1961, -4.9139)
H (-1.5752, -0.3269, -4.7813)
H (-0.3308, 2.9790, -3.4786)
H (-1.1089, 2.8971, -1.8979)
H (-2.0894, 3.0614, -3.3583)
H (-2.8904, -0.4133, -2.6455)
H (-3.4253, 1.2602, -2.6252)
H (-2.4826, 0.6252, -1.2733)
H (-1.0470, -4.4353, -2.4968)
H (-1.3622, -6.5782, -1.3183)
H (-1.4440, -6.6840, 1.1312)
H (-1.2195, -4.6438, 2.5049)
H (2.8276, -0.7622, 4.2390)
H (3.7198, -1.8126, 3.1591)
H (2.1004, -2.2772, 3.6542)
H (3.5166, 0.9597, 2.8108)
H (2.7339, 1.3025, 1.2640)
H (4.0612, 0.1553, 1.3507)
H (1.7677, -2.5812, 1.1133)
H (3.3916, -1.9500, 0.8418)
H (2.0267, -1.2192, 0.0062)
Br (1.5387, 2.4937, -0.8860)
I (-1.1350, 6.6900, 1.0471)
C (-1.8031, 4.7287, 0.9532)
C (-3.1559, 4.4091, 0.9607)
C (-3.5320, 3.0756, 0.9113)
C (-2.5551, 2.1044, 0.8464)
N (-1.2512, 2.4133, 0.8090)
C (-0.8798, 3.6970, 0.8715)
H (-3.9048, 5.1891, 1.0177)
H (-4.5742, 2.7873, 0.9367)
H (-2.8077, 1.0528, 0.8463)
H (0.1778, 3.9037, 0.8589)

5.
Computed, not measured: the molecule C6H8, with wB97M-V/def2-TZVPD.

Values from the calculation:
E_HOMO = -0.3261 hartree
LUMO = 0.0386 hartree
largest force on an atom = 1.45 eV Å⁻¹
energy above the lowest of the compared OMol25 structures with the same formula, charge and spin = 32.0 kcal per mole
calculated total energy = -233.33605 a.u.
gap between HOMO and LUMO = 9.92 eV

Element x y z (Å)
C (-1.3043, 1.1576, -1.1248)
C (-1.0039, 0.9567, 0.1506)
C (-0.1161, -0.1257, 0.5973)
C (0.0492, -0.3811, 1.8864)
C (0.5807, -0.9621, -0.4306)
C (1.7465, -0.6689, -0.9689)
H (-1.8994, 1.9450, -1.5735)
H (-1.0235, 0.4525, -1.9019)
H (-1.3727, 1.6695, 0.8728)
H (0.6224, -1.1719, 2.3408)
H (-0.5409, 0.1002, 2.6649)
H (0.1295, -1.9571, -0.5071)
H (2.4440, -1.2712, -1.5536)
H (2.2749, 0.2504, -0.7450)